# C60H166N14O16

A 16-piece molecular cluster, C60H166N14O16 overall at a distorted geometry (the ωB97M-V functional and the def2-TZVPD basis, OMol25).

```
256
Properties=species:S:1:pos:R:3:mulliken_charge:R:1
C -4.0869 3.9564 4.2054 -1.27
C -3.3816 3.6174 5.5557 1.42
C -1.8509 4.0091 5.5233 -1.12
O -1.1429 3.4564 4.4155 -0.19
C -1.3727 2.0316 4.1036 0.40
N -3.9525 4.4889 6.5971 -0.81
H -4.5583 4.9209 4.0167 0.49
H -4.9626 3.3084 4.1682 0.38
H -3.4656 3.6983 3.3478 0.13
H -3.5057 2.5555 5.7680 -0.36
H -1.2681 3.7174 6.3970 0.36
H -1.7641 5.0913 5.4263 0.30
H -1.0266 1.2741 4.8068 0.41
H -0.9822 1.7210 3.1345 -0.57
H -2.4356 1.7979 4.0440 -0.08
H -4.9188 4.2341 6.7434 0.29
H -3.4591 4.1617 7.4153 0.30
C -4.7562 5.9154 0.5666 -0.93
C -4.4983 6.4065 -0.8881 0.71
C -4.7516 5.2231 -1.9122 -1.20
O -3.7722 4.2756 -1.7306 0.34
C -3.7981 3.2331 -2.7081 -1.23
N -5.3147 7.5809 -1.1113 -0.80
H -4.1124 5.0721 0.8166 -0.16
H -5.7817 5.5778 0.7161 0.38
H -4.6126 6.7211 1.2865 0.52
H -3.4937 6.8294 -0.8823 0.03
H -4.6831 5.6263 -2.9225 0.40
H -5.7443 4.8106 -1.7317 0.41
H -3.2116 2.3805 -2.3659 0.03
H -3.4580 3.5908 -3.6799 0.46
H -4.8391 2.9107 -2.6834 0.56
H -5.0374 8.2301 -0.3890 0.30
H -6.2732 7.3331 -0.9115 0.31
C 0.6225 0.9471 -3.5739 -1.67
C 0.6427 -0.5601 -3.9753 2.34
C 1.4032 -0.9057 -5.2034 -0.16
O 0.8239 -0.2632 -6.4128 -0.46
C -0.2685 -0.9561 -7.0246 -0.33
N 1.3593 -1.1891 -2.9031 0.14
H 0.0262 1.4734 -4.3194 0.45
H 1.6352 1.3271 -3.7092 0.14
H 0.3098 1.1130 -2.5430 0.31
H -0.3743 -0.9506 -4.0116 -1.18
H 1.3138 -1.9848 -5.3279 0.21
H 2.4737 -0.7098 -5.1429 -0.07
H -0.7268 -0.3398 -7.7981 0.35
H -1.0492 -1.0927 -6.2763 -0.01
H 0.0938 -1.8716 -7.4921 0.27
H 0.8278 -1.1538 -2.0450 -0.78
H 1.4463 -2.1804 -3.0763 -0.26
C 6.8487 4.1855 0.3190 -1.42
C 6.9119 2.6180 0.2147 0.66
C 5.7126 2.0101 -0.5514 -0.51
O 4.4321 2.4984 -0.1160 -0.35
C 3.2586 2.1398 -0.9735 0.23
N 8.2094 2.1071 -0.3441 -0.68
H 5.9502 4.5368 0.8264 0.23
H 6.9380 4.6077 -0.6819 0.31
H 7.6822 4.5651 0.9099 0.45
H 6.8104 2.2135 1.2218 -0.13
H 5.7080 0.9327 -0.3858 0.15
H 5.8942 2.2142 -1.6065 0.41
H 2.3708 2.6901 -0.6618 -0.18
H 3.0953 1.0679 -0.8616 -0.21
H 3.3337 2.3617 -2.0381 0.43
H 9.0268 2.6301 -0.0641 0.26
H 8.1564 2.1422 -1.3521 0.24
C -0.0525 -2.2213 5.3334 -1.64
C 1.0130 -2.0636 4.1852 1.84
C 2.1543 -1.1781 4.6605 -1.38
O 3.1239 -0.9270 3.6571 -0.33
C 4.1370 -0.0524 4.0185 -0.68
N 1.4133 -3.4359 3.7515 -0.06
H 0.3110 -2.8839 6.1188 0.39
H -0.9829 -2.6719 4.9878 0.11
H -0.2166 -1.2479 5.7958 0.55
H 0.4406 -1.6232 3.3687 -0.55
H 2.7454 -1.6347 5.4544 0.39
H 1.8034 -0.1836 4.9360 0.52
H 4.8181 -0.4144 4.7887 0.41
H 3.7075 0.8324 4.4883 0.27
H 4.7929 0.1599 3.1742 0.05
H 1.8148 -3.9170 4.5435 0.38
H 2.1068 -3.3396 3.0236 -0.22
C 2.7210 -7.9479 1.4118 -1.58
C 2.9383 -6.4712 1.2284 0.37
C 1.6982 -5.5978 1.5146 0.30
O 0.5913 -5.9672 0.6180 -0.46
C 0.8172 -5.6431 -0.7632 -0.62
N 3.9329 -6.0740 2.2150 -0.77
H 2.6064 -8.1846 2.4696 0.34
H 3.4787 -8.5834 0.9535 0.38
H 1.8303 -8.2126 0.8420 0.30
H 3.2088 -6.3614 0.1783 0.37
H 1.9519 -4.5377 1.5168 -0.71
H 1.3344 -5.6994 2.5370 0.52
H -0.0302 -6.0063 -1.3447 0.19
H 1.7008 -6.0486 -1.2561 0.49
H 0.8714 -4.5664 -0.9236 0.10
H 3.5096 -6.1342 3.1300 0.37
H 4.0008 -5.0715 2.1126 0.22
C -6.2923 -3.2799 -6.0224 -1.71
C -5.1478 -2.3368 -6.5090 0.37
C -4.5542 -1.4495 -5.3868 -0.14
O -3.6388 -0.4651 -5.8217 -0.44
C -3.5007 0.6522 -4.9316 -0.75
N -4.2009 -3.1358 -7.1913 -0.55
H -6.9213 -2.8948 -5.2199 0.39
H -5.9261 -4.2242 -5.6193 0.40
H -6.9824 -3.6145 -6.7970 0.40
H -5.6695 -1.6747 -7.1999 0.34
H -4.1353 -2.0248 -4.5611 -0.19
H -5.3946 -1.0602 -4.8121 0.52
H -2.6636 1.2080 -5.3541 0.36
H -3.2497 0.3794 -3.9066 0.13
H -4.3643 1.3078 -5.0431 0.52
H -4.6758 -3.6660 -7.9079 0.27
H -3.5734 -2.4983 -7.6602 0.18
C 5.6871 -0.6261 -3.5911 -0.53
C 6.7906 -0.3007 -4.6135 0.24
C 6.3219 0.3811 -5.8652 -0.82
O 7.3895 0.5121 -6.8379 -0.34
C 7.0091 1.0168 -8.1249 -0.72
N 7.7031 0.4681 -3.7552 -0.51
H 6.0780 -1.1007 -2.6911 0.42
H 4.8685 -1.2185 -3.9999 0.02
H 5.1815 0.2902 -3.2864 -0.04
H 7.1648 -1.2473 -5.0033 0.23
H 5.9004 1.3357 -5.5504 0.41
H 5.5217 -0.2293 -6.2839 0.34
H 6.3125 0.3437 -8.6247 0.29
H 7.9842 1.0187 -8.6120 0.25
H 6.4759 1.9643 -8.0471 0.30
H 8.4880 0.7439 -4.3278 0.26
H 8.2525 -0.1408 -3.1657 0.24
C -1.9050 -4.4676 -3.0325 -1.65
C -1.2678 -4.0409 -4.3158 2.70
C 0.1278 -4.7078 -4.5190 -1.25
O 1.0968 -4.1273 -3.7464 0.22
C 2.3785 -4.3439 -4.2830 -0.83
N -2.1938 -4.4257 -5.3739 -0.84
H -1.3326 -3.9114 -2.2901 0.09
H -1.7152 -5.5339 -2.9098 0.31
H -2.9474 -4.1680 -2.9246 0.53
H -1.1113 -2.9634 -4.3648 -1.13
H 0.3019 -4.5279 -5.5798 0.59
H 0.1038 -5.7893 -4.3846 0.14
H 2.8979 -3.3988 -4.4413 0.10
H 2.4496 -4.9114 -5.2109 0.43
H 2.9167 -4.9250 -3.5341 0.23
H -1.6993 -4.3199 -6.2482 0.42
H -2.9495 -3.7593 -5.4429 0.04
C 1.0368 4.7540 -2.6758 -1.69
C -0.4517 5.0533 -2.4564 1.83
C -0.7148 5.3865 -0.9796 0.13
O -0.4518 4.1891 -0.1924 0.24
C -0.2670 4.3742 1.2089 -0.83
N -0.6599 6.2187 -3.3323 -0.93
H 1.3251 4.4310 -3.6761 0.56
H 1.4253 3.8761 -2.1595 -0.06
H 1.6823 5.6183 -2.5194 0.37
H -1.1814 4.3519 -2.8609 -0.38
H -1.7516 5.7227 -0.9913 -1.06
H -0.2239 6.2644 -0.5597 0.45
H -0.3783 3.3535 1.5747 -0.19
H -0.9424 5.0413 1.7446 0.43
H 0.7587 4.6796 1.4152 0.37
H -1.6614 6.3454 -3.3667 0.29
H -0.2596 5.9695 -4.2255 0.29
C 5.2663 6.7008 6.3669 -1.30
C 6.4661 5.7045 6.1497 0.42
C 6.3263 4.8063 4.8939 -0.66
O 5.1037 4.0763 4.9322 -0.36
C 4.5532 3.5444 3.7347 -0.37
N 7.6486 6.4973 6.0197 -0.71
H 4.3562 6.1182 6.5093 0.32
H 5.1280 7.4652 5.6023 0.30
H 5.5911 7.2955 7.2207 0.41
H 6.6410 4.9740 6.9396 0.23
H 7.1701 4.1166 4.9122 0.33
H 6.3545 5.4315 4.0015 0.31
H 5.2780 2.9475 3.1811 0.00
H 4.3524 4.4106 3.1043 0.40
H 3.6927 2.8828 3.8340 0.21
H 7.7979 7.1514 6.7746 0.25
H 7.6519 7.1016 5.2105 0.25
C -4.8751 -1.8546 -1.3877 -1.59
C -5.2355 -1.0816 -0.1249 2.04
C -4.8076 0.4362 -0.1983 -0.42
O -5.2142 1.1141 0.9930 -0.31
C -5.1399 2.5377 0.9223 -0.74
N -6.6719 -1.1169 0.0991 -0.71
H -5.4340 -1.4832 -2.2466 0.47
H -5.0387 -2.9149 -1.1948 0.42
H -3.8263 -1.7952 -1.6783 -0.15
H -4.7328 -1.5292 0.7324 -0.62
H -5.2752 0.9375 -1.0457 0.12
H -3.7458 0.6238 -0.3580 0.11
H -5.6411 2.9398 0.0418 0.36
H -4.1016 2.8635 0.8617 0.15
H -5.5456 3.0383 1.8014 0.36
H -6.9684 -0.5462 0.8779 0.23
H -7.3058 -0.8885 -0.6533 0.29
C -6.1067 -2.7875 3.2782 -1.08
C -5.6568 -1.9988 4.4921 0.63
C -4.6442 -0.8637 4.2557 -0.11
O -4.2567 -0.0889 5.4162 -0.18
C -3.6399 -0.7244 6.5118 -0.82
N -6.7866 -1.3290 5.0508 -0.78
H -6.9035 -3.4600 3.5959 0.43
H -5.2733 -3.3494 2.8564 0.02
H -6.6021 -2.0201 2.6834 0.19
H -5.2039 -2.6439 5.2450 0.21
H -4.9558 -0.1677 3.4768 0.15
H -3.7301 -1.3253 3.8823 -0.09
H -2.7285 -1.2172 6.1732 0.22
H -4.2836 -1.5003 6.9262 0.38
H -3.4714 0.0475 7.2627 0.27
H -7.3901 -0.9117 4.3568 0.30
H -6.4576 -0.5474 5.5994 0.31
C -2.6001 -4.3687 0.4774 -1.15
C -1.9744 -3.8131 1.7772 1.80
C -1.9708 -4.8653 2.9269 -1.11
O -3.2611 -5.1065 3.4994 -0.27
C -3.2223 -5.9096 4.7044 -0.89
N -0.6097 -3.5240 1.4785 1.09
H -2.0747 -5.2439 0.0951 0.15
H -2.6593 -3.5972 -0.2902 -0.21
H -3.6031 -4.7526 0.6634 0.67
H -2.5707 -2.9399 2.0418 -0.48
H -1.4041 -4.5811 3.8135 0.35
H -1.5514 -5.8217 2.6144 0.29
H -2.7106 -6.8558 4.5282 0.31
H -4.2607 -6.0775 4.9900 0.28
H -2.7146 -5.3621 5.4985 0.33
H -0.1116 -3.3367 2.3369 -0.77
H -0.1325 -4.3177 1.0754 -0.34
C 0.4990 -0.1219 0.4237 1.06
C -0.7468 -0.6074 -0.3152 -0.02
O -0.5893 -1.9073 -0.8326 2.15
H 1.2637 0.1979 -0.2842 -0.41
H 0.9770 -0.9323 0.9741 -0.74
H 0.2253 0.6153 1.1785 -0.29
H -1.0934 0.0646 -1.1003 0.18
H -1.5536 -0.5944 0.4176 0.24
H -0.5869 -2.5349 -0.1061 -1.53
C 3.8928 -1.7150 0.1703 0.15
C 4.7621 -2.4935 1.1279 -0.62
O 3.8905 -2.9856 2.1227 -0.52
H 3.6219 -0.7244 0.5356 -0.02
H 3.0049 -2.3222 -0.0061 -0.18
H 4.2593 -1.6257 -0.8524 0.17
H 5.5362 -1.7980 1.4521 0.22
H 5.2182 -3.2609 0.5026 0.41
H 3.5306 -2.2123 2.5632 0.32
```

Summary:
ΔE to the lowest compared entry with this formula, charge and spin: 0.000 eV
Gap between HOMO and LUMO: 9.19 eV
2S+1: 1
Total energy: -4355.5959 hartree
HOMO energy: -8.69 eV
Lowest unoccupied orbital energy: 0.50 eV

# C24H28N2O8S

One molecule with the formula C24H28N2O8S at a distorted geometry (the ωB97M-V functional and the def2-TZVPD basis, OMol25).

```
63
Properties=species:S:1:pos:R:3:mulliken_charge:R:1
C -0.4154 -4.6956 -0.5313 -1.11
C 1.0424 -4.2908 -0.4004 -0.28
O 1.2262 -3.0099 -1.0049 -0.24
C 2.1829 -2.2236 -0.4897 0.54
O 2.8949 -2.5886 0.4258 -0.73
C 2.2479 -0.9251 -1.1520 0.00
C 3.1642 0.0304 -0.8437 0.43
C 4.1385 -0.0334 0.2635 -1.35
S 3.5925 1.1861 1.5409 1.37
O 4.4496 1.0392 2.6831 -0.77
O 3.5728 2.4765 0.8915 -0.68
C 1.9141 0.7328 1.9642 0.17
C 0.9363 1.7062 1.9265 -0.30
C -0.3648 1.3768 2.2599 -0.61
C -0.6935 0.0726 2.6131 0.68
C -2.0992 -0.2852 2.9766 -1.49
C 0.3127 -0.8885 2.6523 -0.53
C 1.6207 -0.5623 2.3434 -0.72
N 3.2116 1.1888 -1.5733 0.12
C 2.5968 1.3598 -2.8069 -0.20
O 2.8035 2.3355 -3.4906 -0.67
N 1.8218 0.3116 -3.1837 -0.14
C 1.2302 -0.6080 -2.2327 -0.50
C -0.0255 -0.0458 -1.5823 -0.40
C -0.1512 1.3150 -1.3395 -0.36
C -1.2831 1.8178 -0.7190 0.41
O -1.4457 3.1381 -0.4223 -0.46
C -0.4442 4.0519 -0.8123 -0.89
C -2.3308 0.9567 -0.3348 0.66
O -3.4336 1.4336 0.3496 -0.36
C -4.2031 2.4347 -0.2910 -0.99
C -2.1987 -0.4135 -0.5831 0.10
O -3.0882 -1.3903 -0.2530 -0.43
C -4.4408 -1.0860 0.0151 -0.88
C -1.0452 -0.8926 -1.2060 -0.24
H -1.0558 -3.9783 -0.0240 0.19
H -0.5589 -5.6761 -0.0865 0.44
H -0.7013 -4.7394 -1.5790 0.30
H 1.3487 -4.2311 0.6491 0.36
H 1.6952 -5.0086 -0.9104 0.28
H 4.1863 -1.0143 0.7234 0.56
H 5.1265 0.3146 -0.0298 0.59
H 1.2162 2.7098 1.6482 0.57
H -1.1337 2.1339 2.2407 0.28
H -2.3454 -1.2823 2.6191 0.32
H -2.2161 -0.2769 4.0606 0.51
H -2.7962 0.4307 2.5503 0.17
H 0.0688 -1.9016 2.9362 0.47
H 2.4018 -1.3034 2.3898 0.48
H 3.7495 1.9657 -1.2063 0.30
H 1.3281 0.4419 -4.0542 0.30
H 0.9707 -1.5268 -2.7670 0.78
H 0.6368 1.9879 -1.6286 0.75
H -0.7965 5.0263 -0.4769 0.27
H -0.3152 4.0678 -1.8985 0.39
H 0.5151 3.8311 -0.3366 0.24
H -5.0926 2.5580 0.3252 0.30
H -3.6650 3.3813 -0.3530 0.24
H -4.4980 2.1204 -1.2977 0.31
H -4.5597 -0.5422 0.9535 0.26
H -4.8900 -0.5095 -0.7976 0.30
H -4.9395 -2.0528 0.0855 0.27
H -0.9764 -1.9510 -1.3887 0.59
```

Summary:
Gap between HOMO and LUMO: 8.79 eV
2S+1: 1
Total energy: -2040.9754 hartree
Structure (SMILES): CCOC(=O)C1=C(CS(=O)(=O)c2ccc(C)cc2)NC(=O)N[C@@H]1c1cc(OC)c(OC)c(OC)c1
HOMO energy: -8.53 eV
Lowest unoccupied orbital energy: 0.27 eV